32
Properties=species:S:1:pos:R:3:forces:R:3:lowdin_charge:R:1 method="wB97M-V/def2-TZVPD" mol_weight_g_mol=429.055 homo_lumo_gap_ev="7.6 / 8.0" e_tot_ev=-49374.2888 e_above_lowest_kj_mol=0.0 multiplicity=3 homo_ev="-8.00 / -8.85"
H 1.669817 -0.251257 -0.237065 1.0 -0.2 -0.3 0.005
H -2.721543 -1.487663 0.077079 0.0 1.1 -0.5 0.069
C 1.487650 1.624208 -1.205154 0.3 1.8 0.6 -0.295
C -2.000616 1.734082 -1.297150 -0.3 -0.2 0.0 -0.193
C 0.468003 2.168217 -2.282771 0.8 -0.4 -0.1 -0.238
Cl 1.472936 -0.604975 -4.478834 -0.1 0.1 -1.1 -0.007
C 1.954676 -1.389334 2.826810 -0.1 -0.5 0.1 -0.258
C -0.963724 1.617690 -2.447581 0.1 -0.2 -0.4 -0.216
H 2.716600 -1.361415 3.614363 -0.1 -0.1 -0.2 0.053
H 1.798039 -2.415656 2.472285 0.2 0.3 -0.1 0.053
H 0.983889 2.075258 -3.248119 -0.3 -0.2 0.0 0.072
C -0.203143 -2.304395 4.278507 0.2 -0.1 -0.3 -0.267
C 2.106502 0.215023 -1.167046 -3.0 -1.1 -1.1 -0.341
H 1.000086 1.824368 -0.219356 0.5 -0.3 -0.5 0.100
H -1.627803 2.557713 -0.690264 -0.6 0.3 0.1 0.099
H -1.209505 -2.101157 4.659482 0.2 0.0 -0.1 0.053
W 1.892415 -1.282073 -2.416791 0.8 2.4 1.7 0.585
H -2.950332 1.976865 -1.787173 0.1 0.4 0.2 0.105
H 2.330612 2.370406 -1.279218 -0.6 -0.7 0.2 0.105
H 2.238711 -0.725564 2.002646 -0.2 -0.1 0.3 0.037
C -2.737330 -0.629403 -0.643633 -1.6 -1.7 0.0 -0.024
C -2.288898 0.566057 -0.358860 2.9 0.7 0.8 -0.193
H -1.357162 2.239391 -3.265788 0.0 -0.2 0.1 0.105
H -0.958875 0.609577 -2.868148 0.1 -0.2 0.2 0.078
Cl 1.438320 -3.267254 -1.520957 -0.2 -1.1 0.5 -0.081
S 0.412705 -0.774881 3.537643 -0.3 0.8 0.0 0.808
O -0.493300 -0.403311 2.405570 0.3 -0.4 0.2 -0.568
H 0.421229 3.270185 -2.163034 -0.1 -0.5 0.4 0.110
H 0.457562 -2.580060 5.107298 -0.1 0.0 -0.2 0.054
H -1.789063 0.647546 0.627824 -0.4 0.1 -0.5 0.074
H -0.225685 -3.086840 3.511155 -0.1 0.1 0.2 0.056
H -3.322773 -0.831346 -1.543720 0.5 0.0 -0.2 0.055

***

77
Properties=species:S:1:pos:R:3:forces:R:3:lowdin_charge:R:1 method="wB97M-V/def2-TZVPD" mol_weight_g_mol=700.517 homo_lumo_gap_ev="7.1 / 5.9" e_tot_ev=-94037.3939 e_above_lowest_kj_mol=667.1 charge=+1 multiplicity=2 homo_ev="-10.69 / -10.70"
C 3.657131 1.271843 1.166393 -0.1 0.0 0.0 -0.071
C 3.892943 -0.126506 -0.811419 -0.1 0.3 -0.8 -0.055
C 1.260177 1.695267 2.204314 0.2 -0.4 0.2 -0.160
C -1.561816 -3.822983 -0.003318 0.0 0.2 0.0 -0.077
C -1.047331 -2.777200 -0.761538 -0.1 0.2 0.3 -0.290
C 0.314792 -4.299969 -1.986589 0.0 0.1 -0.1 -0.039
C -3.248810 -1.366004 -1.415737 0.2 0.4 -0.3 -0.221
C -0.181865 -5.345588 -1.222669 0.0 0.0 0.1 -0.044
C 2.724634 -1.021941 1.137207 -0.1 -0.1 -0.2 -0.060
C -0.121267 -3.002556 -1.768610 -0.1 0.2 0.1 -0.057
H -0.643726 -1.672494 2.368119 0.1 0.0 0.0 0.095
N 3.143136 0.146216 0.398742 0.3 -0.4 0.5 -0.168
C -3.355681 -0.273047 3.822247 0.0 0.0 0.0 -0.042
C 2.173582 3.738675 -0.186112 -0.1 -0.7 1.0 -0.021
H 1.970848 4.951217 -2.403164 -0.2 -0.3 0.2 0.082
H -5.092029 0.443637 2.783944 -0.1 0.1 0.0 0.117
H -1.817101 1.232047 -3.010459 0.2 -0.1 0.0 0.143
H 3.504366 1.871457 3.832436 -0.1 -0.1 0.0 0.095
C 2.569308 5.171687 -0.559779 0.1 0.1 0.2 -0.445
C 3.055195 0.453353 -1.979407 3.9 1.3 1.0 -0.577
C -4.304560 -2.247902 -1.351873 0.0 0.1 0.1 -0.046
O 2.409645 5.593510 -1.770840 0.0 0.3 -0.3 0.184
C 2.669317 2.280611 1.859128 -0.1 -0.4 0.2 -0.396
C 0.997615 2.802181 -2.436906 1.5 2.6 1.9 -0.523
O 0.462833 -0.794656 0.188934 -0.7 0.0 -0.1 -0.230
H -2.282353 -3.607346 0.772408 -0.1 -0.1 0.1 0.114
H 1.135369 0.715604 1.753311 0.1 0.1 0.1 0.082
H -5.607012 -1.708764 -4.431210 0.0 0.0 -0.1 0.117
C 1.500077 2.795263 -0.935457 0.0 1.6 -2.3 -0.161
H 4.242576 1.882291 0.476207 0.1 -0.1 0.1 0.140
H 4.336853 0.895889 1.945393 0.0 0.1 -0.1 0.134
H -4.177088 -0.053047 0.552999 -0.1 0.1 0.0 0.114
H 1.041851 -4.498387 -2.760199 0.0 0.0 0.0 0.118
P -1.800072 -1.188221 -0.350605 -1.4 -1.1 0.1 1.173
C -3.023232 -0.562680 -2.573714 -0.5 -0.5 0.7 -0.188
H -3.747049 -0.030963 4.797393 0.0 0.0 0.1 0.116
C -2.337772 -0.856764 1.327670 0.1 -0.3 -0.4 -0.271
C -1.985155 0.356010 -2.400377 -0.5 0.6 -1.0 -0.010
C -5.160526 -2.353563 -2.442410 0.1 0.0 0.1 -0.033
O 2.063049 -0.312579 -2.255197 -0.6 -2.2 -1.7 -0.062
H -1.008915 1.650007 0.289204 0.2 -0.2 -0.3 0.087
O 0.999456 -2.651566 1.262796 0.0 0.3 0.0 0.101
O 3.294141 1.529337 -2.469065 0.2 -0.3 -0.4 0.136
C -1.592644 -1.170693 2.457636 0.1 0.0 0.0 -0.045
H 0.265917 -2.186692 -2.375912 0.0 -0.2 0.0 0.103
H 1.191725 1.593836 3.296237 0.0 0.0 -0.2 0.132
H -4.478161 -2.828331 -0.458182 0.0 -0.1 0.0 0.119
H 3.411237 -1.867203 0.982224 -0.2 0.1 0.1 0.143
H 4.006189 -1.203655 -0.977449 0.1 0.1 0.1 0.137
O 3.043745 5.840982 0.329547 0.0 0.1 -0.3 0.119
H 4.873777 0.359168 -0.820362 -0.1 -0.1 0.1 0.139
H 0.164727 3.317971 2.104293 -0.1 -0.1 -0.1 0.121
C -4.934830 -1.599461 -3.594988 0.0 0.0 -0.1 -0.043
H -1.515580 -5.923482 0.359156 0.0 -0.1 0.0 0.118
V 0.688959 0.285180 -1.368351 0.2 2.5 0.9 1.009
O 0.464844 1.701124 -2.720219 -1.3 -1.8 -0.8 -0.043
O 0.157452 2.431401 1.720924 -0.3 0.4 0.2 -0.053
C -2.104831 -0.859412 3.704558 0.0 0.0 0.0 -0.043
C -4.110813 0.003871 2.692607 0.0 0.1 0.0 -0.045
O -1.728887 1.385727 -0.329397 -0.9 0.5 0.1 0.012
C 1.303019 -1.562914 0.829304 1.3 -1.1 1.0 -0.539
H 2.721843 -0.813149 2.213877 0.0 -0.1 -0.1 0.144
N -1.307146 0.299133 -1.169708 -0.3 0.1 1.0 -0.337
H 2.721519 3.446796 3.688072 -0.1 0.1 0.1 0.099
O 1.117447 3.803156 -3.107172 -0.2 0.2 -0.9 0.114
H 3.016202 4.334768 1.469279 -0.2 -0.2 -0.2 0.141
H -5.996822 -3.032997 -2.401944 -0.1 0.0 0.0 0.116
H -1.525142 -1.076206 4.588028 0.0 -0.1 0.1 0.116
N 1.178964 1.614115 -0.534507 -0.8 -2.0 0.9 0.017
H 0.172624 -6.350005 -1.394364 0.0 -0.1 0.0 0.115
C -3.602565 -0.277071 1.440456 0.0 -0.1 -0.1 -0.063
N 2.558905 3.500629 1.079728 0.1 0.8 -0.4 0.118
H -3.712161 -0.135660 -4.576363 0.0 0.1 -0.1 0.127
H 4.301781 3.176004 2.964941 0.2 0.1 0.0 0.100
C -1.122570 -5.110836 -0.232049 0.0 0.0 -0.1 -0.041
C -3.883387 -0.715134 -3.682093 0.2 0.1 0.1 0.014
C 3.339127 2.717665 3.170004 -0.1 0.0 -0.2 -0.022

***

12
Properties=species:S:1:pos:R:3:forces:R:3:lowdin_charge:R:1 method="wB97M-V/def2-TZVPD" mol_weight_g_mol=84.098 homo_lumo_gap_ev="6.4 / 5.6" e_tot_ev=-7774.6265 e_above_lowest_kj_mol=560.4 charge=-1 homo_ev="-2.18 / -1.38"
O -2.008668 -0.732655 -1.873783 -0.1 0.0 0.3 -0.284
H 0.533237 -2.657026 -1.512337 -0.7 0.4 -0.4 0.087
H 1.187681 -1.577275 0.899526 2.6 -0.4 2.3 0.006
C -0.198156 -2.094709 -0.879756 -0.4 -3.6 1.0 -0.234
C 0.471835 -1.325148 0.250530 -2.9 -1.2 -2.1 -0.105
H -1.301531 1.655193 0.218499 2.2 1.8 0.8 -0.004
H -1.056627 -2.834160 -0.524477 1.8 1.3 -0.7 0.130
H 0.046372 2.414010 1.439506 0.3 0.1 2.1 -0.096
N -0.828884 -0.864381 -1.302723 0.5 0.7 -0.1 -0.328
C -0.328038 -0.339333 -0.131149 -0.4 3.2 -0.1 -0.119
C -0.277378 2.162747 0.493555 -2.3 -1.9 -3.4 -0.012
H 0.379912 2.518498 -0.312676 -0.6 -0.4 0.2 -0.042

***

14
Properties=species:S:1:pos:R:3:forces:R:3:lowdin_charge:R:1 method="wB97M-V/def2-TZVPD" mol_weight_g_mol=194.887 homo_lumo_gap_ev="5.2 / 5.9" e_tot_ev=-59472.9748 charge=+2 multiplicity=6 homo_ev="-16.86 / -17.04"
H -2.234369 -0.462388 -0.085264 0.0 -0.7 -0.2 0.112
H 0.449611 -0.021778 -2.402144 0.1 0.3 -0.2 0.089
C -0.307179 0.274602 -0.447854 0.2 1.4 -2.1 -0.492
F 1.895201 1.389112 2.293166 -2.7 -0.4 1.1 -0.578
H 0.577031 1.666532 -1.831144 -0.2 0.0 0.1 0.117
F -0.086999 -0.704558 2.765806 1.7 -1.5 -0.3 -0.563
C 0.663261 0.618042 -1.545944 0.1 -1.1 -0.6 0.021
V -0.153499 1.404662 2.820566 3.1 -1.2 -2.5 1.309
H -0.868659 -1.674148 -0.522664 -0.4 -0.6 0.7 0.089
H 1.707441 0.447082 -1.284074 0.0 0.1 0.3 0.097
Ti 1.541061 -2.354728 2.179946 -1.8 2.6 0.9 1.704
H -1.534619 -0.844008 -1.768144 -0.5 0.5 0.0 0.108
C -1.370839 -0.722628 -0.697384 0.7 -0.1 -0.2 0.020
O -0.277449 0.984202 0.525126 -0.3 0.8 3.0 -0.033